Computed, not measured: 2 unconnected molecules or ions with the total composition C3H10N2O2 at a distorted geometry, with ωB97M-V/def2-TZVPD.

gap between HOMO and LUMO = 5.96 eV
energy = -10342.56357 eV
energy relative to the best compared isomer or geometry (same formula, charge and spin) = 159.7 kcal per mole
E_LUMO = -0.1176 hartree
maximum force = 5.9 eV/Å
HOMO = -0.33673 hartree

```
! RIJCOSX wB97M-V def2-TZVPD def2/J DEFGRID3
* xyz 0 1
N 0.550 1.146 -1.254
C 1.270 0.003 -0.917
C 1.106 -0.380 0.629
N -0.290 -0.851 0.735
C -1.116 0.050 1.510
O 1.408 0.606 1.376
H 0.579 1.820 -0.499
H -0.416 0.775 -1.477
H 1.725 -1.284 0.804
H 0.911 -0.834 -1.510
H -0.723 -0.882 -0.217
H -1.289 1.006 0.979
H -2.064 -0.456 1.671
H -0.594 0.265 2.444
H 2.338 0.140 -1.102
H -2.048 -0.698 -1.897
O -1.347 -0.425 -1.276
*
```